Record 1
The following is a quantum chemistry calculation of C29H16BiCl5N6O2 as an isolated structure, from OMol25.

Atoms and positions in Å:
Bi  0.6933  -0.5402  0.6589
C  -1.9642  -1.4011  4.1343
C  -2.9575  -0.4293  4.0079
C  -2.6798  0.7392  3.3407
C  -1.4109  0.9230  2.7701
N  -0.4720  -0.0327  2.8667
C  -0.7488  -1.1539  3.5428
N  -1.1396  2.1397  2.2024
C  -0.2615  2.4487  1.3249
N  0.5434  1.6545  0.5204
C  1.3506  2.4672  -0.2687
N  2.2315  2.1696  -1.1444
C  2.7956  0.9498  -1.4174
C  3.2840  0.7172  -2.7119
C  3.9647  -0.4471  -2.9709
C  4.1817  -1.3642  -1.9409
C  3.6533  -1.0753  -0.7062
N  2.9635  0.0424  -0.4420
C  1.0123  3.8722  0.0296
C  1.5504  5.0562  -0.4339
C  1.0580  6.2390  0.1046
C  0.0628  6.2270  1.0781
C  -0.4692  5.0311  1.5456
C  0.0227  3.8611  1.0027
H  -2.1451  -2.3233  4.6676
H  -3.9358  -0.5913  4.4414
H  -3.4100  1.5275  3.2296
H  0.0577  -1.8809  3.5926
H  3.0948  1.4561  -3.4767
H  4.3397  -0.6525  -3.9652
H  4.7387  -2.2756  -2.1050
H  3.7628  -1.7599  0.1312
H  2.3263  5.0511  -1.1881
H  1.4623  7.1838  -0.2350
H  -0.2975  7.1639  1.4829
H  -1.2394  5.0059  2.3049
Cl  -5.1852  0.0700  -3.0096
C  -3.5246  -0.0980  -2.5859
C  -2.5404  -0.0848  -3.5670
Cl  -2.9733  0.1053  -5.2232
C  -1.1979  -0.2302  -3.2070
Cl  0.0468  -0.2105  -4.3988
C  -0.8273  -0.4009  -1.8783
O  0.4362  -0.5650  -1.5049
C  -1.8261  -0.4025  -0.8821
O  -1.4540  -0.5610  0.3848
C  -3.1592  -0.2520  -1.2466
Cl  -4.3403  -0.2697  0.0086
Cl  2.0744  -6.3577  1.5893
C  0.9215  -5.3908  0.7439
C  -0.0465  -5.9739  -0.0589
C  -0.9528  -5.1460  -0.6995
C  -0.8598  -3.7745  -0.5172
N  0.0825  -3.2260  0.2429
C  0.9559  -4.0111  0.8626
H  -0.0809  -7.0483  -0.1755
H  -1.7238  -5.5588  -1.3348
H  -1.5572  -3.0903  -0.9863
H  1.7133  -3.5223  1.4697

Atomic forces in eV per Å
Bi -0.4 -0.4 -0.4
C 0.0 0.0 0.0
C 0.1 0.0 0.0
C 0.1 0.0 0.0
C 0.0 -0.4 0.1
N -0.1 0.3 0.0
C 0.0 0.0 0.0
N 0.0 0.5 0.0
C -0.3 -0.3 0.1
N 0.2 0.2 0.2
C 0.1 -0.3 -0.3
N 0.0 0.4 0.0
C 0.2 -0.4 0.1
C 0.0 0.0 0.1
C 0.0 0.0 0.0
C 0.0 0.0 0.0
C 0.0 0.0 0.0
N 0.0 0.3 -0.2
C -0.2 0.1 0.4
C 0.0 0.0 -0.1
C 0.1 0.0 -0.1
C -0.1 0.0 0.1
C -0.1 0.0 0.0
C 0.3 0.1 -0.2
H 0.0 0.0 0.0
H 0.0 0.0 0.0
H 0.0 0.0 0.0
H 0.0 0.0 0.0
H 0.0 0.0 0.0
H 0.0 0.0 0.0
H 0.0 0.0 0.0
H 0.0 0.0 -0.1
H 0.0 0.0 0.0
H 0.0 0.0 0.0
H 0.0 0.0 0.0
H 0.0 0.0 0.0
Cl -0.1 0.0 0.0
C 0.1 0.0 0.0
C -0.1 0.0 0.1
Cl 0.0 0.0 -0.1
C 0.0 0.0 0.1
Cl 0.1 0.0 -0.1
C -0.1 0.0 -0.1
O 0.1 0.0 0.3
C -0.1 0.0 0.0
O 0.2 0.0 0.0
C 0.1 0.0 0.0
Cl -0.1 0.0 0.1
Cl 0.1 0.0 0.0
C -0.1 0.1 -0.1
C 0.1 0.0 0.0
C 0.0 0.0 0.0
C -0.1 0.0 0.0
N 0.1 0.0 0.1
C 0.0 -0.1 -0.1
H 0.0 0.0 0.0
H 0.0 0.0 0.0
H 0.0 0.0 0.0
H 0.0 -0.1 0.0

energy relative to the best compared isomer or geometry (same formula, charge and spin) = 37.28 kJ/mol
E_HOMO = -7.45 eV
LUMO = -0.672 eV
frontier orbital gap = 6.8 eV

Atomic partial charges in e from the natural (NBO) method, atoms 1 to 6: 1.972 -0.277 -0.139 -0.228 0.409 -0.557

Record 2
The following is a quantum chemistry calculation of C29H16Br4I2N4O2Re as an isolated structure, from OMol25.

Atoms and positions in Å:
Re  -0.0972  0.3903  0.3774
C  3.1543  -0.8573  0.0471
C  2.8436  -0.3053  1.3999
C  3.8451  -0.2657  2.3892
C  3.5921  0.2389  3.6350
C  2.3109  0.7443  3.9292
C  1.8901  1.3062  5.1684
Br  3.0944  1.3976  6.6047
C  0.6181  1.7793  5.3307
C  -0.3126  1.7331  4.2690
Br  -2.0352  2.4133  4.5048
C  0.0680  1.2000  3.0694
O  -0.7381  1.1455  1.9692
C  1.3677  0.6933  2.8962
N  1.6235  0.1589  1.6565
H  4.0966  -1.3986  0.0657
H  3.2375  -0.0458  -0.6794
H  2.3669  -1.5282  -0.2951
H  4.8242  -0.6514  2.1439
H  4.3646  0.2530  4.3921
H  0.3121  2.2041  6.2762
Br  -3.2306  -5.5251  0.7875
C  -2.3429  -3.8940  0.7398
C  -1.0751  -3.7658  1.2969
C  -0.4564  -2.5393  1.2275
N  -1.0256  -1.4729  0.6401
C  -2.2741  -1.5855  0.1209
C  -2.9491  -2.7886  0.1498
C  -2.8474  -0.3450  -0.4571
C  -4.1325  -0.2531  -0.9489
C  -4.5807  0.9753  -1.4295
Br  -6.3093  1.1317  -2.1009
C  -3.7330  2.0726  -1.3995
C  -2.4603  1.9042  -0.8925
N  -2.0244  0.7255  -0.4368
H  -0.5830  -4.5999  1.7754
H  0.5290  -2.3805  1.6449
H  -3.9379  -2.8849  -0.2713
H  -4.7966  -1.1037  -0.9611
H  -4.0521  3.0412  -1.7554
H  -1.7565  2.7271  -0.8464
I  1.5469  4.6873  -1.6638
C  1.2361  2.8817  -2.6257
C  1.3166  2.7613  -4.0354
C  1.1337  1.5622  -4.6674
I  1.3322  1.4698  -6.7371
C  0.8094  0.3946  -3.9172
C  0.6099  -0.9042  -4.4267
C  0.3017  -1.9267  -3.5673
C  0.1412  -1.6688  -2.2026
N  0.3085  -0.4659  -1.6788
C  0.6810  0.5446  -2.5264
C  0.9450  1.7718  -1.8871
O  0.9552  1.6996  -0.5353
H  1.5480  3.6450  -4.6143
H  0.7118  -1.0876  -5.4882
H  0.1644  -2.9355  -3.9289
H  -0.1298  -2.4735  -1.5314

Atomic forces in eV per Å
Re 0.1 0.3 -0.4
C 0.0 0.0 0.0
C 0.1 0.0 0.1
C 0.0 0.0 0.0
C 0.0 0.0 0.0
C 0.0 0.0 0.0
C 0.0 0.0 0.0
Br 0.0 0.0 0.0
C 0.0 0.0 0.0
C 0.1 0.0 0.0
Br 0.0 0.0 0.0
C 0.0 -0.1 -0.1
O 0.0 0.1 0.2
C -0.1 0.0 0.0
N 0.0 -0.1 0.0
H 0.0 0.0 0.0
H 0.0 0.0 0.0
H 0.0 0.0 0.0
H 0.0 0.0 0.0
H 0.0 0.0 0.0
H 0.0 0.0 0.0
Br 0.0 0.0 0.0
C 0.0 0.0 0.0
C 0.0 0.0 0.0
C 0.1 0.0 0.0
N 0.0 0.0 0.0
C -0.1 0.0 0.0
C 0.0 0.0 0.0
C 0.0 0.1 0.0
C 0.0 0.0 0.0
C 0.0 0.0 0.0
Br 0.0 0.0 0.0
C 0.0 0.0 0.0
C 0.0 0.0 0.0
N 0.2 -0.2 0.0
H 0.0 0.0 0.0
H 0.0 0.0 0.0
H 0.0 0.0 0.0
H 0.0 0.0 0.0
H 0.0 0.0 0.0
H 0.0 0.0 0.0
I 0.0 0.0 -0.1
C 0.0 0.0 0.1
C 0.0 0.1 0.0
C 0.0 0.0 -0.1
I 0.0 0.0 0.0
C 0.0 0.0 0.1
C 0.0 0.1 0.0
C -0.1 -0.1 0.0
C 0.0 0.0 0.0
N 0.2 0.0 0.1
C -0.1 0.0 0.1
C 0.1 -0.2 0.0
O -0.3 0.0 0.0
H 0.0 0.0 0.0
H 0.0 0.0 0.0
H 0.0 0.0 0.0
H 0.0 0.0 0.0

charge = +2
energy relative to the best compared isomer or geometry (same formula, charge and spin) = 31.53 kJ/mol
E_HOMO (alpha / beta) = -13.18 / -13.36 eV
LUMO (alpha / beta) = -7.259 / -7.188 eV
frontier orbital gap (alpha / beta) = 5.9 / 6.2 eV
multiplicity = 2

Atomic partial charges in e from the natural (NBO) method, atoms 1 to 6: 1.632 -0.658 0.304 -0.254 -0.072 -0.055

Record 3
The following is a quantum chemistry calculation of C29H17BrClF5IrN2O6 as an isolated structure, from OMol25.

Atoms and positions in Å:
Ir  -0.1285  0.0881  0.1015
Br  -6.2614  3.1852  -2.6567
C  -4.5105  2.4964  -2.3958
C  -3.4148  3.1837  -2.9378
C  -2.1448  2.6958  -2.7925
C  -1.9126  1.5196  -2.0521
O  -0.6883  1.0374  -1.9532
C  -3.0255  0.8292  -1.4884
C  -2.9251  -0.4535  -0.8835
N  -1.8253  -0.9529  -0.4104
C  -1.5895  -2.3460  -0.4232
C  -2.4988  -3.3698  -0.3786
C  -2.0694  -4.7034  -0.5470
C  -0.7610  -5.0076  -0.8022
C  0.2001  -3.9707  -0.8721
C  1.5729  -4.1653  -1.1588
C  2.4094  -3.0893  -1.2058
C  1.9117  -1.7988  -0.9308
N  0.6441  -1.6002  -0.6527
C  -0.2247  -2.6566  -0.6473
C  -4.3232  1.3408  -1.7030
H  -3.5828  4.1022  -3.4848
H  -1.2728  3.1756  -3.2086
H  -3.8145  -1.0811  -0.9277
H  -3.5511  -3.1748  -0.2206
H  -2.8042  -5.4957  -0.4871
H  -0.4460  -6.0325  -0.9508
H  1.9406  -5.1687  -1.3364
H  3.4618  -3.2028  -1.4233
H  2.5368  -0.9156  -0.8947
H  -5.1676  0.8048  -1.2887
F  4.3985  3.6242  4.0965
C  3.7482  2.9679  3.1192
C  4.0580  1.6527  2.8366
F  5.0296  1.0339  3.5271
C  3.3713  0.9817  1.8442
F  3.7292  -0.2874  1.5619
C  2.3476  1.5748  1.0989
O  1.7446  0.9352  0.1241
C  2.1077  2.9303  1.3697
F  1.2484  3.6062  0.6053
C  2.7761  3.6082  2.3712
F  2.5135  4.9008  2.6079
C  -0.1626  -0.9056  1.9193
C  0.6264  -0.4157  3.1016
C  1.6724  -1.1986  3.5904
C  2.4098  -0.8188  4.7029
C  2.1180  0.3705  5.3521
C  1.0701  1.1565  4.8885
C  0.3241  0.7636  3.7876
H  0.1503  -1.9433  1.7571
H  -1.2272  -0.9277  2.1795
H  1.9178  -2.1241  3.0796
H  3.2252  -1.4431  5.0478
H  2.7036  0.6858  6.2074
H  0.8297  2.0885  5.3859
H  -0.4845  1.3870  3.4386
O  -3.0341  2.6149  0.7027
Cl  -1.6276  3.0032  0.7912
O  -0.8565  1.7171  1.1834
O  -1.4310  3.8578  1.9482
O  0.2815  1.6555  -2.8230

Atomic forces in eV per Å
Ir 0.0 -0.1 -0.5
Br 0.0 0.0 0.0
C 0.0 0.1 -0.1
C -0.1 0.0 0.0
C 0.0 -0.1 0.1
C -0.2 0.0 -0.1
O 0.0 -0.2 0.3
C 0.0 0.2 -0.2
C 0.2 -0.1 -0.1
N -0.1 0.4 0.4
C -0.1 -0.2 -0.1
C 0.0 0.1 0.1
C 0.0 0.0 0.0
C 0.0 0.0 0.0
C 0.0 0.0 0.0
C 0.0 0.0 0.0
C 0.0 0.0 0.0
C 0.0 0.0 0.0
N 0.3 0.1 0.0
C 0.0 0.0 0.0
C 0.1 -0.1 0.1
H 0.0 0.0 0.0
H 0.0 0.0 0.0
H 0.0 -0.1 -0.1
H 0.0 0.0 0.0
H 0.0 0.0 0.0
H 0.0 0.0 0.0
H 0.0 0.0 0.0
H 0.0 0.0 0.0
H 0.0 0.0 0.0
H 0.0 0.0 0.0
F 0.0 0.0 0.0
C 0.0 0.0 0.0
C 0.0 0.0 0.0
F 0.0 0.0 0.0
C 0.0 -0.1 0.0
F 0.0 0.0 0.0
C -0.1 0.2 -0.1
O 0.0 -0.2 0.2
C 0.0 0.0 0.0
F 0.0 0.0 0.0
C 0.0 0.0 0.0
F 0.0 0.0 0.0
C 0.1 0.1 0.0
C 0.0 -0.1 0.0
C 0.0 0.0 0.0
C 0.0 0.0 0.0
C 0.0 0.0 0.0
C 0.0 0.0 0.0
C 0.1 0.0 -0.1
H -0.1 0.0 0.0
H 0.0 0.1 0.1
H 0.0 0.0 0.0
H 0.0 0.0 0.0
H 0.0 0.0 0.0
H 0.0 0.0 0.0
H 0.0 0.1 -0.1
O 0.0 0.1 0.1
Cl -0.1 0.0 0.0
O 0.0 -0.1 0.2
O 0.0 0.0 0.0
O 0.0 0.0 0.0

charge = -1
energy relative to the best compared isomer or geometry (same formula, charge and spin) = 85.52 kJ/mol
E_HOMO (alpha / beta) = -4.71 / -4.71 eV
LUMO (alpha / beta) = 1.146 / 1.146 eV
frontier orbital gap (alpha / beta) = 5.9 / 5.9 eV

Atomic partial charges in e from the natural (NBO) method, atoms 1 to 6: 1.131 0.019 -0.132 -0.175 -0.295 0.469